(1)
Molecular formula: C52H84N4O8
Method: DFT, ωB97M-V/def2-TZVPD

The geometry in ORCA input format:
```
! wB97M-V def2-TZVPD RIJCOSX def2/J DEFGRID3
* xyz 0 1
C 1.239 -4.796 -1.503
C 2.187 -5.633 -2.382
C 2.776 -4.584 -3.321
O 1.720 -3.620 -3.505
C 0.654 -3.845 -2.585
H 1.716 -4.158 -0.760
H 0.492 -5.410 -1.000
H 1.531 -6.346 -2.879
H 2.958 -6.188 -1.847
H 3.027 -5.015 -4.289
H 3.598 -4.084 -2.809
H -0.190 -4.305 -3.100
H 0.258 -2.897 -2.221
C -2.806 -3.375 0.571
C -2.768 -3.439 -0.918
C -4.104 -2.864 -1.336
O -4.774 -2.485 -0.135
C -4.311 -3.340 0.895
H -2.416 -2.403 0.875
H -2.212 -4.107 1.118
H -2.629 -4.466 -1.256
H -1.906 -2.880 -1.283
H -4.694 -3.575 -1.914
H -3.949 -2.069 -2.066
H -4.903 -4.253 0.829
H -4.642 -2.836 1.802
C -4.317 2.143 -0.219
C -4.340 0.883 -1.082
C -4.623 1.552 -2.447
O -3.942 2.790 -2.418
C -4.058 3.320 -1.100
H -3.559 2.099 0.563
H -5.213 2.296 0.381
H -5.109 0.173 -0.778
H -3.377 0.372 -1.102
H -5.670 1.763 -2.666
H -4.373 0.877 -3.266
H -4.944 3.954 -1.110
H -3.225 3.966 -0.823
C -0.429 -0.103 -1.078
C 0.949 -0.536 -0.551
C 1.383 0.695 0.245
O 0.176 1.211 0.797
C -0.950 0.708 0.092
H -1.077 -0.925 -1.382
H -0.264 0.560 -1.927
H 1.682 -0.883 -1.280
H 0.749 -1.390 0.096
H 1.814 1.329 -0.530
H 2.104 0.523 1.044
H -1.593 1.524 -0.238
H -1.608 0.139 0.747
C 3.191 3.629 1.642
C 4.382 3.122 0.876
C 5.420 3.009 1.981
O 4.696 2.667 3.180
C 3.489 3.402 3.130
H 2.242 3.117 1.480
H 2.952 4.678 1.465
H 4.638 3.697 -0.014
H 4.242 2.072 0.617
H 5.899 3.980 2.104
H 6.240 2.313 1.805
H 3.599 4.351 3.653
H 2.752 2.870 3.732
C -1.975 3.132 3.278
C -0.981 4.239 3.091
C -0.100 4.101 4.343
O -1.040 3.860 5.355
C -2.003 2.974 4.823
H -1.694 2.192 2.803
H -2.933 3.395 2.830
H -1.576 5.152 3.107
H -0.374 4.170 2.188
H 0.337 5.051 4.648
H 0.745 3.413 4.360
H -3.001 3.147 5.226
H -1.693 1.989 5.173
C 4.161 -2.191 0.423
C 4.762 -0.873 0.936
C 6.039 -1.385 1.545
O 5.573 -2.591 2.183
C 4.532 -3.208 1.450
H 4.702 -2.557 -0.449
H 3.080 -2.256 0.297
H 4.215 -0.408 1.756
H 4.861 -0.124 0.151
H 6.478 -0.677 2.249
H 6.834 -1.608 0.833
H 3.728 -3.406 2.159
H 4.778 -4.172 1.005
C 1.042 -3.297 4.120
C 1.453 -1.847 4.009
C 0.202 -1.184 3.454
O -0.672 -2.248 3.083
C 0.051 -3.424 2.924
H 0.608 -3.557 5.086
H 1.904 -3.961 4.066
H 2.326 -1.782 3.360
H 1.844 -1.493 4.963
H 0.451 -0.661 2.530
H -0.227 -0.482 4.169
H 0.498 -3.396 1.930
H -0.572 -4.315 3.010
N -1.862 -2.857 -7.819
C -2.924 -2.619 -7.020
C -2.767 -2.376 -5.649
C -1.508 -2.403 -5.094
C -0.393 -2.660 -5.863
C -0.626 -2.891 -7.254
H -3.945 -2.591 -7.371
H -3.593 -2.265 -4.961
H -1.364 -2.223 -4.039
H 0.643 -2.724 -5.566
H 0.204 -3.117 -7.907
N 3.749 0.440 -2.726
C 3.725 1.776 -2.566
C 2.679 2.536 -3.118
C 1.810 1.936 -4.034
C 1.970 0.560 -4.267
C 2.927 -0.195 -3.550
H 4.280 2.180 -1.731
H 2.650 3.574 -2.821
H 0.998 2.469 -4.507
H 1.330 -0.044 -4.893
H 2.987 -1.264 -3.684
N 0.087 5.856 -3.293
C 0.848 6.120 -2.179
C 0.836 5.307 -1.025
C 0.169 4.097 -1.122
C -0.547 3.732 -2.263
C -0.599 4.687 -3.293
H 1.469 7.002 -2.231
H 1.362 5.575 -0.120
H 0.212 3.409 -0.290
H -1.044 2.773 -2.297
H -1.145 4.400 -4.179
N -3.730 0.189 5.753
C -3.122 -0.575 4.844
C -3.306 -0.495 3.471
C -4.245 0.403 2.993
C -5.001 1.169 3.879
C -4.721 1.034 5.270
H -2.428 -1.285 5.269
H -2.790 -1.154 2.788
H -4.383 0.400 1.922
H -5.765 1.815 3.471
H -5.269 1.610 6.001
*
```

SMILES: c1ccncc1.c1ccncc1.c1ccncc1.c1ccncc1.C1CCOC1.C1CCOC1.C1CCOC1.C1CCOC1.C1CCOC1.C1CCOC1.C1CCOC1.C1CCOC1
HOMO level: -9.4 eV

These are the Löwdin partial charges, in e, on atoms 1 to 99: -0.14, -0.16, -0.17, -0.18, -0.21, 0.09, 0.11, 0.11, 0.11, 0.12, 0.11, 0.11, 0.09, -0.15, -0.18, -0.20, -0.15, -0.17, 0.09, 0.11, 0.12, 0.07, 0.12, 0.10, 0.12, 0.12, -0.20, -0.13, -0.20, -0.14, -0.20, 0.08, 0.11, 0.11, 0.09, 0.12, 0.11, 0.12, 0.12, -0.13, -0.15, -0.19, -0.15, -0.21, 0.09, 0.10, 0.09, 0.10, 0.10, 0.11, 0.09, 0.11, -0.16, -0.16, -0.19, -0.13, -0.20, 0.09, 0.10, 0.12, 0.08, 0.12, 0.12, 0.12, 0.10, -0.17, -0.15, -0.21, -0.13, -0.19, 0.09, 0.10, 0.12, 0.10, 0.12, 0.10, 0.11, 0.10, -0.17, -0.16, -0.18, -0.13, -0.23, 0.12, 0.09, 0.11, 0.10, 0.12, 0.12, 0.10, 0.12, -0.15, -0.16, -0.17, -0.18, -0.20, 0.11, 0.10, 0.10

---

(2)
Molecular formula: C32H60NO15P2S
Method: DFT, ωB97M-V/def2-TZVPD

The geometry in ORCA input format:
```
! wB97M-V def2-TZVPD RIJCOSX def2/J DEFGRID3
* xyz 1 1
C -3.251 -1.673 -1.761
C -4.431 -2.170 -2.764
C -3.966 -2.241 -4.290
O -4.318 -1.084 -5.090
C -3.253 -0.130 -5.172
P -1.766 -0.742 -6.211
C -1.040 0.801 -7.058
C -1.165 1.992 -5.971
C -0.012 3.091 -6.086
C -0.255 4.116 -4.850
C 0.248 3.507 -3.452
C 1.841 3.513 -3.275
C 2.346 2.096 -2.739
C 2.395 1.962 -1.143
O 1.837 3.106 -0.444
C 0.707 2.753 0.323
C 0.655 3.325 1.826
O -0.255 2.078 -0.083
C -0.452 -1.280 -4.939
N 0.547 -2.220 -5.534
C 1.489 -2.589 -4.427
P -2.356 -2.323 -7.599
S -1.167 -2.364 -9.132
H -2.918 -2.504 -1.052
H -3.687 -0.841 -1.122
H -2.357 -1.238 -2.311
H -4.634 -3.255 -2.448
H -5.390 -1.577 -2.643
H -2.861 -2.512 -4.294
H -4.518 -3.142 -4.759
H -3.665 0.771 -5.758
H -2.926 0.301 -4.161
H -1.698 0.998 -7.977
H 0.043 0.572 -7.337
H -1.018 1.485 -4.948
H -2.210 2.432 -6.059
H 1.039 2.642 -6.071
H -0.205 3.676 -7.050
H 0.127 5.161 -5.063
H -1.401 4.180 -4.757
H -0.158 2.457 -3.257
H -0.178 4.164 -2.619
H 2.357 3.715 -4.281
H 2.100 4.393 -2.606
H 1.694 1.240 -3.128
H 3.407 1.941 -3.144
H 3.506 1.911 -0.854
H 1.931 0.975 -0.796
H 1.174 4.344 1.779
H 1.218 2.631 2.542
H -0.432 3.457 2.155
H -0.905 -1.688 -3.976
H 0.137 -0.340 -4.631
H 0.081 -3.101 -5.792
H 2.328 -1.833 -4.299
H 1.970 -3.609 -4.631
H 0.950 -2.697 -3.420
H -2.366 -3.563 -6.848
H -3.698 -2.007 -8.046
C -9.098 -5.437 -6.313
C -7.610 -5.157 -6.292
C -6.765 -6.355 -6.620
O -5.563 -6.089 -5.905
C -5.896 -5.293 -4.853
O -5.166 -5.039 -3.939
O -7.168 -4.826 -4.975
H -9.391 -5.973 -7.218
H -9.403 -6.016 -5.438
H -9.657 -4.499 -6.277
H -7.375 -4.314 -6.951
H -6.568 -6.439 -7.690
H -7.187 -7.299 -6.262
C -0.827 2.888 6.327
C 0.663 3.157 6.331
C 1.490 1.947 6.028
O 2.701 2.213 6.725
C 2.382 3.039 7.762
O 3.122 3.305 8.663
O 1.111 3.518 7.637
H -1.130 2.332 5.436
H -1.132 2.333 7.217
H -1.379 3.831 6.343
H 0.900 3.982 5.650
H 1.678 1.837 4.958
H 1.063 1.018 6.410
C 3.239 -2.933 9.607
C 2.668 -2.519 8.267
C 2.400 -1.046 8.156
O 1.319 -0.998 7.228
C 0.657 -2.186 7.330
O -0.408 -2.409 6.839
O 1.370 -3.082 8.067
H 4.071 -2.290 9.903
H 2.474 -2.913 10.387
H 3.606 -3.961 9.557
H 3.318 -2.867 7.457
H 3.263 -0.498 7.772
H 2.077 -0.587 9.096
C 5.772 3.140 7.993
C 6.988 2.527 8.656
C 8.289 3.129 8.211
O 9.202 2.049 8.370
C 8.480 0.900 8.253
O 8.956 -0.189 8.142
O 7.141 1.159 8.278
H 5.806 4.231 8.023
H 5.682 2.813 6.953
H 4.862 2.815 8.502
H 6.884 2.569 9.746
H 8.584 3.978 8.831
H 8.291 3.440 7.161
*
```

HOMO level: -11.7 eV

These are the Löwdin partial charges, in e, on atoms 1 to 99: -0.10, -0.17, -0.23, -0.21, -0.30, 0.90, -0.27, -0.26, -0.18, -0.19, -0.20, -0.19, -0.16, -0.17, -0.07, -0.43, 0.01, 0.05, -0.34, -0.16, -0.13, 0.17, 0.14, 0.08, 0.08, 0.04, 0.10, 0.12, 0.10, 0.11, 0.12, 0.13, 0.11, 0.11, 0.07, 0.12, 0.12, 0.12, 0.12, 0.11, 0.09, 0.12, 0.11, 0.12, 0.09, 0.11, 0.13, 0.13, 0.09, 0.08, 0.10, 0.08, 0.11, 0.08, 0.09, 0.10, 0.09, -0.01, -0.01, -0.02, -0.34, -0.10, 0.07, -0.54, 0.13, 0.09, 0.09, 0.10, 0.09, 0.16, 0.14, 0.15, -0.01, -0.34, -0.10, 0.06, -0.51, 0.13, 0.10, 0.09, 0.10, 0.09, 0.16, 0.13, 0.12, -0.02, -0.33, -0.10, 0.03, -0.54, 0.16, 0.09, 0.09, 0.10, 0.09, 0.16, 0.14, 0.15, -0.03

---

(3)
Molecular formula: C6H16F2O6S2Zn2
Method: DFT, ωB97M-V/def2-TZVPD

The geometry in ORCA input format:
```
! wB97M-V def2-TZVPD RIJCOSX def2/J DEFGRID3
* xyz 3 2
Zn 1.486 3.940 0.913
Zn 1.799 3.259 -2.321
F 1.232 2.560 -0.501
F 2.415 4.976 -0.772
O -1.187 -0.116 -3.306
S 0.274 0.075 -3.275
O 0.746 1.435 -3.050
O 1.057 -0.929 -2.203
C 0.434 -2.313 -2.070
C -0.563 -2.520 -0.875
C 0.860 -0.615 -4.929
H 1.225 -3.059 -1.990
H -0.026 -2.591 -3.018
H -0.909 -3.504 -1.193
H -1.426 -1.858 -0.937
H -0.230 -2.450 0.161
H 0.154 -0.240 -5.671
H 0.832 -1.704 -4.953
H 1.907 -0.338 -5.053
O -1.285 2.372 4.230
S -0.699 1.917 2.987
O 0.624 2.293 2.419
O -0.798 0.279 2.910
C 0.300 -0.482 3.369
C -0.203 -1.940 3.794
C -2.021 2.233 1.788
H 0.654 0.138 4.193
H 1.131 -0.505 2.664
H 0.579 -2.511 4.295
H -0.523 -2.584 2.975
H -1.046 -1.938 4.486
H -2.884 1.691 2.175
H -1.660 1.735 0.888
H -2.248 3.296 1.870
*
```

⟨S²⟩: 0.75
HOMO level (alpha / beta): -19.6 / -19.6 eV

Formally, the natural (NBO) partial charges of the atoms, in units of the elementary charge, are as follows: 1.82, 1.84, -0.90, -0.85, -0.85, 2.29, -1.10, -0.71, -0.08, -0.64, -0.80, 0.23, 0.21, 0.26, 0.22, 0.20, 0.28, 0.28, 0.25, -0.71, 2.25, -0.99, -0.35, -0.11, -0.64, -0.84, 0.31, 0.35, 0.29, 0.28, 0.29, 0.31, 0.26, 0.30

---

Total energy? In order: -77620.915 -95763.116 -142671.599 eV.
F_max? In order: 2.86 3.70 5.45 eV/A.